No. 1
Molecular formula: C6H12Br2NO
Method: DFT, ωB97M-V/def2-TZVPD

```
22
Properties=species:S:1:pos:R:3:forces:R:3
C 1.594484 -0.733438 0.214893 0.1 0.8 -0.1
C 1.927966 0.548235 0.163558 -0.2 -1.0 0.0
N 1.402255 1.452283 -0.885353 1.2 0.0 -0.1
C 0.588040 2.542453 -0.316483 -0.6 0.4 0.2
Br 1.522123 4.162289 -0.188353 0.1 -0.3 0.0
C -0.677298 2.326548 0.045391 0.2 0.1 0.1
C -1.414940 1.034090 -0.133198 -0.1 0.3 0.2
Br -1.671859 3.725610 0.813111 0.2 -0.1 -0.2
H 1.171282 -1.262837 -0.624507 -0.6 0.0 0.1
H 1.732413 -1.258760 1.144734 0.6 -0.4 -0.1
H 2.645809 0.999160 0.827082 -0.5 0.5 0.4
H 0.928105 0.943719 -1.634179 -0.3 -0.1 0.1
H 2.211780 1.907236 -1.317857 -0.1 0.1 -0.2
H -2.286616 1.046660 0.508263 -0.1 -0.1 0.1
H -1.780193 0.972246 -1.156239 0.0 -0.2 -0.2
H -0.837304 0.160351 0.146694 0.1 -0.1 -0.1
C -1.183587 -3.276400 0.076706 0.0 0.1 0.2
O -1.149213 -2.138944 0.946495 0.2 0.0 -0.2
H -1.202149 -2.908053 -0.946291 0.0 0.0 0.0
H -0.299670 -3.903129 0.214619 0.0 0.0 0.0
H -2.079474 -3.872421 0.251467 0.0 0.0 -0.1
H -1.141953 -2.466897 1.849443 -0.1 0.0 0.1
```
Positions in Å, forces in eV/Å.

Properties
ΔE to the lowest compared entry with this formula, charge and spin: 31.8 kcal per mole
HOMO-LUMO gap: 10.1 eV
Total charge: +1

natural (NBO) population analysis, charges in e, atoms 1 to 8: -0.318 -0.082 -0.554 -0.068 0.174 -0.040 -0.700 0.180

---

No. 2
Molecular formula: C6H12CdN2PS
Method: DFT, ωB97M-V/def2-TZVPD

```
23
Properties=species:S:1:pos:R:3:forces:R:3
C 0.492464 -0.113849 -2.482702 0.3 -1.2 -0.4
C -0.772966 -0.796628 -2.366811 0.5 -0.7 -0.4
C -0.558413 -1.997250 -1.607312 0.4 0.3 -0.6
C 0.819470 -2.064335 -1.257749 -0.3 0.5 -0.8
C 1.482884 -0.918918 -1.795240 -0.7 -0.1 -0.3
Cd -0.277002 0.505417 -0.265247 -0.4 -1.4 -0.4
P -0.667905 2.733583 0.514065 0.0 0.4 -0.2
H 0.716786 0.687145 -3.193477 -0.2 -0.1 0.5
H -1.697117 -0.519921 -2.902520 0.6 -0.1 0.6
H -1.314284 -2.762943 -1.382620 0.4 0.6 0.0
H 2.571446 -0.758176 -1.823779 -0.7 0.0 0.2
H 1.306691 -2.899854 -0.760627 -0.1 0.3 0.1
H -1.691484 2.716416 1.533054 -0.1 0.5 0.2
H -1.162834 3.285660 -0.724623 0.0 0.6 0.5
H 0.593044 3.323665 0.909486 0.0 0.8 0.2
N -0.029138 1.145541 4.583810 -0.1 -0.5 0.0
C 0.020182 -0.055312 3.956471 0.8 0.2 0.0
N -0.043669 -1.151652 4.739206 -0.2 -1.5 -0.6
S 0.237718 -0.348330 2.292352 0.0 0.3 1.2
H -0.014919 1.253956 5.589123 -0.1 -0.3 -0.2
H 0.001708 1.993783 4.055966 0.0 0.2 -0.5
H 0.000493 -2.034769 4.222698 0.0 0.7 0.4
H -0.013856 -1.222129 5.732778 -0.1 0.5 0.5
```
Positions in Å, forces in eV/Å.

Properties
ΔE to the lowest compared entry with this formula, charge and spin: 15.1 kcal per mole
HOMO-LUMO gap (spin up / spin down): 3.4 / 2.8 eV
Total charge: -1

natural (NBO) population analysis, charges in e, atoms 1 to 8: -0.495 -0.417 -0.343 -0.345 -0.379 0.759 -0.397 0.219

---

No. 3
Molecular formula: C6H12Cl2N
Method: DFT, ωB97M-V/def2-TZVPD

```
21
Properties=species:S:1:pos:R:3:forces:R:3
C -0.795680 1.646341 -0.791584 0.5 1.5 -3.0
C -0.326043 3.613158 2.410372 -1.3 1.2 -0.3
C -0.275933 0.433847 1.830692 2.1 2.7 -2.1
C 1.598865 -0.380477 -0.606409 0.9 0.0 -0.2
C -1.012273 -0.154249 0.621448 -2.5 -2.5 3.9
C 0.243373 -0.438542 -1.451191 0.3 -2.0 3.3
N -0.614803 0.417643 -0.600779 0.4 0.3 -1.3
Cl -1.143650 5.137869 2.646546 0.5 -0.9 0.0
Cl 1.213468 3.652816 3.010119 0.7 0.1 0.4
H -0.432638 2.033623 -1.849173 -0.9 -0.3 2.6
H -1.276993 2.242760 -0.010291 0.1 0.0 -0.5
H -0.409200 1.567783 1.909330 0.1 -1.6 -0.4
H -0.553561 0.092237 2.757275 -1.1 -1.4 2.0
H 0.828092 0.244248 1.732508 -1.2 0.2 0.3
H 1.497957 0.567887 -0.036275 0.6 -0.9 -0.2
H 1.786314 -1.251908 0.072165 -0.5 0.9 -0.5
H 2.567892 -0.241890 -1.174042 -1.4 -0.4 0.0
H -2.172958 0.017008 0.792694 2.3 -0.6 -0.6
H -0.765408 -1.280011 0.677456 -0.8 1.7 -0.7
H -0.315104 -1.443842 -1.388711 1.4 1.4 -0.8
H 0.425480 -0.028809 -2.388858 -0.3 0.6 -1.7
```
Positions in Å, forces in eV/Å.

Properties
ΔE to the lowest compared entry with this formula, charge and spin: 42.9 kcal per mole
HOMO-LUMO gap: 8.2 eV
Total charge: +1

natural (NBO) population analysis, charges in e, atoms 1 to 8: 0.089 -0.182 -0.652 -0.642 -0.275 -0.216 -0.234 0.077

---

No. 4
Molecular formula: C6H12Cl6F6Mg2N3O12S6
Method: DFT, ωB97M-V/def2-TZVPD

```
53
Properties=species:S:1:pos:R:3:forces:R:3
Mg -16.908480 20.974760 -8.038490 -0.2 -1.0 1.3
Mg -18.383940 23.136530 -2.093840 0.5 -2.0 -2.0
N -17.412020 16.172250 -8.435590 -2.1 1.8 2.9
S -17.970340 16.932340 -6.932880 -4.4 -1.6 -2.7
O -17.740750 18.351080 -6.940390 -0.1 1.7 0.4
O -17.945520 16.222630 -5.700830 0.0 0.6 -0.9
F -19.456980 16.824240 -7.539030 0.4 0.3 1.2
S -15.980840 16.378440 -7.964160 6.8 -3.8 -2.1
O -15.574040 15.437420 -6.938910 0.0 1.8 -0.7
O -15.493110 17.732690 -7.937290 0.5 0.8 0.3
F -15.184570 15.807580 -9.290300 -1.0 0.5 1.0
N -16.255900 21.630800 -2.819110 1.9 3.2 -3.3
S -14.974060 21.683760 -3.999260 0.8 3.6 -3.2
O -15.458210 21.192300 -5.299890 0.6 0.6 1.9
O -13.581740 21.569400 -3.621750 -2.8 -1.0 0.0
F -15.089530 23.275010 -4.148600 -0.5 -0.3 -0.1
S -15.908020 20.216690 -2.367760 -1.1 -8.2 6.6
O -14.986520 20.105090 -1.216050 -1.4 0.7 -3.4
O -16.069290 19.094310 -3.295420 1.3 2.9 0.8
F -17.320370 20.114040 -1.588770 -0.9 0.2 0.5
N -20.059770 22.729810 -4.230440 1.8 3.5 -2.1
S -20.085800 23.334750 -5.833500 3.4 2.7 -4.2
O -21.277520 23.898560 -6.439560 1.4 -2.1 1.7
O -19.136760 22.590410 -6.739050 -1.7 1.5 2.4
F -19.300460 24.705010 -5.512700 0.3 -1.0 0.4
S -21.241900 21.785980 -4.512550 -6.6 -9.2 1.1
O -20.950680 20.692110 -5.504900 -0.2 3.9 1.9
O -22.657710 22.168990 -4.400220 3.7 0.5 -0.3
F -20.999780 20.993940 -3.125230 0.0 0.4 0.1
Cl -15.267610 23.799030 -9.355030 0.0 -1.1 0.6
C -15.844000 25.483730 -9.527860 -0.4 0.1 -1.8
C -16.475010 25.610460 -10.991330 0.8 0.5 2.3
Cl -17.980020 24.674550 -11.019760 0.1 0.0 -0.3
H -14.921650 26.055200 -9.424020 -0.2 0.2 -0.1
H -16.536070 25.715870 -8.718380 0.0 -0.1 -0.3
H -15.746360 25.302720 -11.741310 -0.3 -0.3 0.1
H -16.690240 26.670150 -11.128630 -0.2 -0.1 -0.1
Cl -10.412720 20.568580 2.049970 0.4 -0.8 0.4
C -10.800800 22.034690 1.163380 -0.3 -0.5 -0.2
C -12.019310 22.573610 1.800750 -1.4 1.2 0.9
Cl -12.346670 24.213760 1.090280 -0.1 -0.2 0.1
H -11.099130 21.712150 0.165850 0.7 0.4 -0.2
H -9.961770 22.723890 1.258960 -0.2 -0.1 -0.5
H -11.949020 22.688670 2.882380 0.4 0.3 -0.1
H -12.939910 22.003810 1.674560 0.3 -0.2 -0.5
Cl -10.575160 22.140380 -7.194860 0.3 0.0 -0.2
C -9.262490 23.076200 -6.394940 -1.0 1.5 -0.3
C -9.506460 24.627690 -6.559300 1.0 -1.8 -0.7
Cl -11.111440 25.042010 -6.121690 -1.6 0.7 0.9
H -8.330910 22.814560 -6.896750 0.0 -0.2 0.5
H -9.390390 22.834900 -5.339710 0.7 -0.2 -0.2
H -9.458180 24.906300 -7.611990 0.6 0.0 0.2
H -8.802540 25.158700 -5.918510 0.0 0.0 -0.3
```
Positions in Å, forces in eV/Å.

Properties
ΔE to the lowest compared entry with this formula, charge and spin: 309.3 kcal per mole
HOMO-LUMO gap: 2.3 eV
Total charge: +1

natural (NBO) population analysis, charges in e, atoms 1 to 8: 1.813 1.879 -0.977 2.360 -1.016 -0.805 -0.483 2.381

---

No. 5
Molecular formula: C6H12Cl9NO3
Method: DFT, ωB97M-V/def2-TZVPD

```
31
Properties=species:S:1:pos:R:3:forces:R:3
N -0.363664 1.456477 2.176605 0.7 1.4 -1.3
C -0.019464 1.442075 0.676303 -2.3 0.9 0.7
O 1.426776 1.248062 0.489043 0.1 5.0 -0.2
C 2.151959 2.519815 0.347463 7.0 -1.9 -3.9
O 3.373256 2.453147 -0.252516 -8.4 0.5 4.2
O 1.715220 3.842613 0.820464 -0.2 -3.0 -0.7
Cl 1.080656 4.771971 -0.460488 0.2 -0.4 0.3
H -0.975691 2.307711 2.319524 0.9 -1.4 -0.1
H 0.522570 1.683863 2.683146 -1.1 -0.3 -0.6
H -0.429129 2.470939 0.248126 1.3 -2.0 0.4
H -0.637292 0.605055 0.092932 2.7 2.1 2.2
Cl 0.067469 -1.938502 -2.796414 0.0 0.0 0.0
C -0.859545 -0.433443 -2.810331 0.0 0.2 -0.4
Cl -1.678953 -0.176734 -1.265034 -1.2 -0.8 -1.1
H -0.179581 0.401666 -2.995390 -0.1 -0.3 0.2
H -1.607384 -0.483463 -3.605463 0.2 -0.1 0.4
Cl -2.912751 -3.801097 2.470022 0.1 -0.1 0.0
C -1.985386 -2.349194 2.074141 0.4 0.1 -0.1
Cl -2.922154 -0.886576 2.403518 0.1 0.0 -0.1
H -1.075304 -2.332338 2.678683 -0.3 0.0 -0.1
H -1.723405 -2.372457 1.013564 -0.2 0.0 0.2
Cl -0.893976 -2.870236 -7.602232 0.1 0.0 0.0
C 0.038320 -1.871970 -6.480163 0.4 -0.3 0.1
Cl -0.828499 -0.383559 -6.082007 0.1 0.1 -0.1
H 0.213896 -2.437772 -5.561987 -0.2 0.2 -0.2
H 0.993954 -1.614056 -6.943025 -0.3 0.0 0.0
Cl 1.945913 1.181716 4.496669 0.4 0.1 0.3
C 1.592875 -0.313456 5.371070 0.1 -0.3 0.2
Cl 0.011441 -0.958769 4.915099 0.1 0.0 0.1
H 2.360827 -1.053915 5.134483 -0.2 0.2 -0.1
H 1.597047 -0.107573 6.444194 -0.1 0.1 -0.3
```
Positions in Å, forces in eV/Å.

Properties
HOMO-LUMO gap: 8.4 eV

natural (NBO) population analysis, charges in e, atoms 1 to 8: -0.863 0.037 -0.486 0.941 -0.541 -0.528 0.277 0.359

---

No. 6
Molecular formula: C6H12Cl9O4P
Method: DFT, ωB97M-V/def2-TZVPD

```
32
Properties=species:S:1:pos:R:3:forces:R:3
C 1.534635 1.505986 -2.993788 0.4 0.1 -0.5
O 0.421700 1.098949 -2.206962 0.0 0.0 0.3
P -0.623948 0.044580 -2.780193 0.7 0.0 -0.2
O -1.795747 -0.065726 -1.944072 -0.8 0.1 0.7
O -0.844077 0.473046 -4.273387 -0.2 -0.1 -0.6
C -1.610557 1.653882 -4.485816 -0.2 1.0 0.3
O 0.204172 -1.267814 -2.998895 0.2 -0.4 -0.1
C 0.564113 -2.006064 -1.809833 -0.1 0.1 -0.2
H 1.453325 2.573955 -3.197664 0.0 0.0 0.1
H 1.574595 0.977056 -3.947537 -0.1 0.0 0.0
H 2.476880 1.304637 -2.485162 -0.2 0.0 0.3
H -1.875528 2.151238 -3.546405 0.1 -0.2 0.0
H -2.549122 1.463544 -5.000919 0.2 -0.4 -0.1
H -1.017122 2.372975 -5.051621 0.0 -0.2 -0.2
H 1.648106 -2.068642 -1.787596 0.0 -0.2 0.1
H 0.098406 -2.984662 -1.879768 0.1 -0.1 0.0
H 0.202398 -1.528259 -0.898852 0.0 0.1 -0.1
Cl 0.590723 1.270757 6.023495 -0.2 0.2 0.0
C 0.054921 -0.171065 6.864669 0.3 -0.3 -0.2
Cl 1.347331 -0.756200 7.915363 -0.1 0.0 0.2
Cl -0.384775 -1.437814 5.707498 -0.2 0.1 0.1
H -0.817407 0.035924 7.467754 0.0 0.2 0.0
Cl 0.432703 -3.691156 1.039756 -0.1 -0.2 0.2
C 0.417524 -2.763395 2.540022 0.3 0.0 0.1
Cl 0.806731 -1.075175 2.199893 0.0 -0.1 0.2
Cl 1.545054 -3.429374 3.727522 0.1 -0.1 -0.2
H -0.561668 -2.836942 2.993729 -0.1 0.2 -0.2
Cl -0.852522 3.079319 -0.222554 -0.1 0.2 0.1
C -0.595911 1.753762 0.906208 0.3 0.3 0.3
Cl -2.036742 0.797782 1.117894 -0.2 -0.1 0.0
Cl -0.021186 2.381551 2.480534 -0.1 0.0 -0.2
H 0.212985 1.143334 0.526699 -0.1 -0.1 -0.2
```
Positions in Å, forces in eV/Å.

Properties
ΔE to the lowest compared entry with this formula, charge and spin: 0.6 kcal per mole
HOMO-LUMO gap: 11.1 eV

natural (NBO) population analysis, charges in e, atoms 1 to 8: -0.256 -0.837 2.589 -1.096 -0.810 -0.261 -0.819 -0.258

---

No. 7
Molecular formula: C6H12ClF2N2OP
Method: DFT, ωB97M-V/def2-TZVPD

```
25
Properties=species:S:1:pos:R:3:forces:R:3
C 4.132664 -1.247380 -0.099330 -0.9 2.4 -0.3
C 4.009749 0.069270 0.085987 -0.6 0.0 1.1
C -2.659943 2.431674 -0.749033 0.5 -1.1 -2.7
C -2.634624 1.357278 1.269020 -1.4 -4.7 -0.3
C -0.132421 -1.331396 1.092545 -2.8 -4.0 -3.3
C -0.332076 -1.564084 -1.346182 0.2 3.9 -2.6
N -2.242380 1.368477 -0.187441 -1.0 2.8 3.0
N -0.312759 -0.679591 -0.186599 0.9 0.2 -0.3
O 0.080701 1.393923 -1.629037 0.4 1.0 -3.1
F 3.185975 -2.077923 -0.487471 -0.8 0.0 0.1
F 5.082011 0.833091 0.420302 -0.6 -0.8 -0.4
P -0.135070 1.008486 -0.259566 -0.8 -2.0 2.2
Cl 2.504904 0.900026 0.365681 1.5 -0.4 -0.3
H -2.274300 2.493398 -1.806080 -0.6 0.6 1.0
H 5.058751 -1.662553 -0.015301 2.5 -1.2 0.0
H -3.393307 3.138991 -0.352256 0.3 -0.1 0.1
H -1.901881 1.633611 1.995500 0.9 0.4 -0.1
H -3.588289 1.787065 1.549227 -0.1 0.7 -0.6
H -2.852599 0.215754 1.460639 0.6 2.0 0.0
H 0.650843 -2.072537 0.996161 0.7 0.2 0.5
H -0.062975 -0.657888 1.839776 0.5 2.0 2.6
H -1.078976 -2.024046 1.241327 1.4 1.3 0.2
H -0.908250 -2.383666 -1.187002 -2.1 -2.4 0.8
H -0.792473 -0.966038 -2.249798 0.8 -1.1 1.7
H 0.596730 -1.963936 -1.761057 0.6 0.4 0.6
```
Positions in Å, forces in eV/Å.

Properties
HOMO-LUMO gap: 8.3 eV

natural (NBO) population analysis, charges in e, atoms 1 to 8: 0.147 0.262 0.009 -0.472 -0.390 -0.415 -0.455 -0.805

---

No. 8
Molecular formula: C6H12ClN3O4P
Method: DFT, ωB97M-V/def2-TZVPD

```
27
Properties=species:S:1:pos:R:3:forces:R:3
O 2.529614 -0.084587 1.532770 -0.3 -0.1 0.0
P 2.431436 -1.652690 1.179675 0.2 0.1 -0.6
Cl 2.331777 -2.406951 3.049468 -0.1 0.0 0.3
N 0.728405 -1.803505 0.707032 0.5 0.2 0.4
C -0.412619 -1.652201 1.418311 -0.2 -0.1 0.9
N -1.312393 -2.634030 1.547317 -0.2 -0.1 -1.7
C -2.636960 -2.000719 1.283064 0.7 0.1 0.5
C -2.334877 -0.535844 1.717926 -0.3 -0.5 0.6
N -0.863826 -0.550286 2.034510 -0.1 0.7 -1.7
H 2.123136 0.436700 0.817020 0.0 0.4 0.2
H 0.590247 -2.112783 -0.247159 0.0 -0.5 0.3
H -1.079570 -3.473720 1.033487 -0.2 -0.2 0.2
H -2.775434 -2.015546 0.202252 -0.5 -0.2 0.1
H -3.432436 -2.506875 1.819954 0.0 0.1 0.0
H -2.913051 -0.206350 2.575905 0.0 0.0 -0.1
H -2.499173 0.102344 0.851527 0.0 0.3 0.3
H -0.429429 0.313391 1.713944 0.3 -0.1 0.3
C 1.810552 2.094561 -2.867988 -0.1 0.0 -0.1
C 0.469096 2.797866 -2.989743 0.1 0.0 -0.1
O -0.239178 2.283598 -1.839978 0.0 0.0 0.0
C 0.660693 1.893036 -0.939450 0.0 0.2 0.1
O 0.403284 1.588445 0.196515 0.1 -0.4 0.0
O 1.899653 1.879599 -1.442974 0.0 -0.1 -0.1
H 2.655044 2.685026 -3.207165 0.0 0.0 0.1
H 1.823014 1.123813 -3.363036 0.0 0.0 0.0
H 0.547634 3.879031 -2.885622 0.0 0.0 0.0
H -0.074639 2.558679 -3.897560 -0.1 -0.1 0.1
```
Positions in Å, forces in eV/Å.

Properties
HOMO-LUMO gap: 9.4 eV
Total charge: +1

natural (NBO) population analysis, charges in e, atoms 1 to 8: -0.992 1.292 -0.266 -0.975 0.730 -0.525 -0.227 -0.230